Entry 1:
The following is a quantum chemistry calculation of the molecule C19H22N2O4, from OMol25.

Each line ends with the Mulliken charge.
Positions of all 47 atoms, in Å:
C 6.756 0.052 -0.261  -0.834
O 5.851 -0.932 -0.700  -0.454
C 4.562 -0.870 -0.273  0.801
C 3.714 -1.879 -0.734  -0.764
C 2.387 -1.916 -0.370  -0.428
C 1.871 -0.935 0.472  0.271
N 0.526 -0.897 0.879  0.026
C -0.463 -1.775 0.634  1.104
O -0.336 -2.812 -0.010  -0.835
C -1.819 -1.373 1.168  -1.176
C -2.815 -1.266 -0.019  -0.009
N -3.713 -0.153 0.177  -0.354
C -3.493 0.963 -0.733  -0.206
C -4.601 1.997 -0.547  -1.573
C -2.131 1.551 -0.437  0.716
C -1.132 1.561 -1.399  -0.297
C 0.125 2.065 -1.111  -0.641
C 0.398 2.568 0.149  -0.348
C -0.590 2.554 1.121  -0.877
C -1.845 2.048 0.830  -0.177
C -3.594 -2.584 -0.190  0.600
O -4.794 -2.596 -0.260  -0.624
O -2.856 -3.674 -0.264  -0.565
C 2.712 0.068 0.938  -0.677
C 4.045 0.107 0.572  -0.483
H 7.710 -0.199 -0.720  0.238
H 6.865 0.042 0.828  0.330
H 6.451 1.052 -0.587  0.331
H 4.126 -2.633 -1.386  0.421
H 1.748 -2.704 -0.732  0.431
H 0.279 -0.064 1.398  0.035
H -1.794 -0.413 1.679  0.365
H -2.166 -2.131 1.875  0.218
H -2.233 -1.138 -0.948  0.265
H -4.672 -0.489 0.114  0.417
H -3.503 0.631 -1.790  0.383
H -4.664 2.300 0.494  0.300
H -4.402 2.873 -1.159  0.399
H -5.558 1.573 -0.841  0.479
H -1.338 1.175 -2.388  0.384
H 0.893 2.065 -1.871  0.415
H 1.375 2.972 0.370  0.483
H -0.384 2.945 2.107  0.363
H -2.612 2.031 1.589  0.279
H -1.874 -3.490 -0.211  0.427
H 2.322 0.829 1.597  0.463
H 4.667 0.901 0.953  0.375

Forces on atoms 1 to 2 (eV/Å):
C 0.121 0.134 0.063
O -0.153 -0.197 -0.094

Values from the calculation:
- SMILES string: COc1ccc(NC(=O)C[C@H](N[C@@H](C)c2ccccc2)C(=O)O)cc1
- Gap between HOMO and LUMO: 8.85 eV
- Molar mass: 342.39 g/mol
- HOMO level: -0.30536 Ha
- ΔE to the lowest compared entry with this formula, charge and spin: 0.756 eV
- Spin multiplicity: 1

Entry 2:
The following is a quantum chemistry calculation of C23H50CeN2O2P3 as an isolated structure, from OMol25.

Each line ends with the Mulliken charge.
Positions of all 81 atoms, in Å:
Ce -0.038 0.225 0.545  -0.228
P -2.663 0.454 -0.658  0.402
C -2.230 0.870 -2.290  -0.483
C -0.913 1.321 -2.606  0.970
N 0.194 1.119 -1.775  0.284
C 1.444 1.394 -2.245  0.799
C 1.607 2.090 -3.428  -0.658
C 0.523 2.413 -4.229  -0.852
C -0.744 1.989 -3.846  -0.839
C 2.721 1.018 -1.506  -1.347
P 2.593 -0.467 -0.452  0.774
H -1.628 2.155 -4.436  0.558
H 2.629 2.369 -3.677  0.591
H 0.656 2.983 -5.146  0.490
H 3.489 0.853 -2.281  0.604
H 3.044 1.883 -0.894  0.447
H -2.126 -1.232 -3.780  0.301
H -2.940 1.042 -3.107  0.506
H -0.795 -3.255 -2.656  0.331
O -1.951 -2.195 -3.865  -0.581
H -2.423 -2.434 -4.688  0.317
H -0.016 -1.486 -0.067  0.030
O -0.529 -3.496 -1.737  -0.578
H 0.439 -3.334 -1.717  0.266
C 3.036 -1.813 -1.593  -1.352
H 4.070 -1.777 -1.980  0.442
H 2.895 -2.752 -1.030  0.398
H 2.334 -1.812 -2.442  0.405
C 4.014 -0.379 0.701  -1.128
H 3.947 -1.286 1.323  0.413
H 5.011 -0.345 0.225  0.490
H 3.903 0.489 1.373  0.247
C -3.395 1.905 0.181  -0.831
H -4.379 2.180 -0.224  0.619
H -3.482 1.681 1.253  0.011
H -2.715 2.768 0.099  0.385
C -3.737 -0.998 -0.472  -1.145
H -3.853 -1.138 0.621  0.359
H -4.725 -0.864 -0.946  0.495
H -3.211 -1.871 -0.896  0.375
C -1.345 -1.483 3.029  -1.802
C -1.618 -0.379 4.067  2.215
C -3.111 -0.037 3.949  -1.840
C -1.307 -0.926 5.474  -1.699
P -0.602 1.147 3.698  0.043
N -0.686 1.359 2.090  0.171
C -1.293 2.692 4.454  1.722
C -1.629 2.488 5.938  -1.660
C -0.304 3.850 4.284  -1.909
C -2.548 3.105 3.675  -1.502
C 1.206 0.909 4.110  1.579
C 2.035 1.961 3.347  -1.289
C 1.497 1.067 5.618  -1.709
C 1.656 -0.492 3.666  -1.280
H -1.964 -2.342 3.322  0.664
H -0.309 -1.839 2.993  0.303
H -1.668 -1.195 2.008  0.129
H -3.681 -0.969 4.077  0.572
H -3.476 0.668 4.705  0.318
H -3.336 0.349 2.945  0.179
H -0.280 -1.304 5.561  0.348
H -1.490 -0.202 6.281  0.295
H -1.976 -1.781 5.665  0.521
H -0.762 2.186 6.538  0.306
H -1.976 3.451 6.339  0.509
H -2.441 1.767 6.086  0.296
H -0.030 3.955 3.227  0.342
H -0.822 4.770 4.586  0.651
H 0.594 3.761 4.905  0.266
H -2.288 3.276 2.625  0.193
H -3.360 2.377 3.720  0.270
H -2.909 4.041 4.122  0.587
H 1.870 2.976 3.719  0.326
H 3.101 1.724 3.488  0.507
H 1.817 1.964 2.269  0.096
H 0.939 0.361 6.245  0.324
H 2.566 0.856 5.786  0.534
H 1.318 2.088 5.979  0.323
H 1.232 -1.284 4.297  0.189
H 1.434 -0.720 2.605  -0.010
H 2.752 -0.549 3.758  0.635

Forces on atoms 1 to 2 (eV/Å):
Ce -0.490 1.668 2.798
P -0.177 -1.489 2.144

Values from the calculation:
- Gap between HOMO and LUMO: 4.37 eV
- Molar mass: 619.70 g/mol
- HOMO level: -0.63114 Ha
- ΔE to the lowest compared entry with this formula, charge and spin: 2.532 eV
- Total charge: +3
- Spin multiplicity: 1

Entry 3:
The following is a quantum chemistry calculation of C46H51FIN2O8SSiW as an isolated structure, from OMol25.

Each line ends with the Mulliken charge.
Positions of all 112 atoms, in Å:
W -0.288 -0.368 -0.100  2.264
O 0.217 -0.720 3.080  -0.377
C -0.307 -1.723 2.639  -0.558
O -0.738 -1.848 1.443  -0.457
H -0.480 -2.610 3.290  0.240
O 0.410 -2.728 -3.187  -0.850
N 0.279 -2.116 -2.136  0.670
O 0.146 -0.799 -2.082  -0.543
O 0.142 -2.650 -0.974  -0.259
I -5.253 -4.125 0.856  -0.067
C -4.159 -2.939 -0.515  -0.261
C -4.647 -2.767 -1.816  -0.819
C -3.776 -2.061 -2.660  -1.078
C -2.628 -1.501 -2.181  -0.455
N -2.217 -1.541 -0.848  0.525
C -2.998 -2.386 -0.078  -0.680
H -5.584 -3.175 -2.147  0.398
H -4.010 -1.967 -3.710  0.452
H -1.964 -0.987 -2.864  0.704
H -2.614 -2.610 0.903  0.385
O -1.561 1.074 -1.291  -0.790
S -2.140 1.566 -2.634  -0.429
C -0.840 2.456 -3.472  0.875
C -0.524 1.974 -4.749  -0.581
C 0.352 2.665 -5.554  -0.770
C 0.927 3.852 -5.108  -0.433
C 0.617 4.330 -3.840  -0.868
C -0.264 3.651 -3.027  0.185
C -3.160 2.949 -2.155  0.629
C -2.870 3.717 -1.024  0.534
C -3.665 4.797 -0.711  -1.173
C -4.756 5.123 -1.509  -0.642
C -5.060 4.339 -2.622  -0.695
C -4.268 3.261 -2.948  -0.642
H -0.976 1.052 -5.081  0.416
H 0.598 2.275 -6.534  0.393
H 1.614 4.396 -5.741  0.400
H 1.075 5.244 -3.484  0.417
H -0.504 4.038 -2.050  0.212
H -2.052 3.420 -0.382  0.210
H -3.453 5.382 0.171  0.494
H -5.375 5.972 -1.264  0.398
H -5.917 4.583 -3.231  0.400
H -4.492 2.644 -3.806  0.479
C -3.488 -0.386 2.610  -1.432
C -3.929 0.904 1.924  0.199
C -4.174 0.714 0.429  -1.098
C -2.923 2.007 2.177  0.836
C -3.433 3.146 2.779  -1.096
C -2.631 4.216 3.119  -1.422
C -1.281 4.110 2.869  -0.952
C -0.716 2.997 2.258  0.583
C 0.781 3.106 2.050  0.633
C 1.055 3.742 0.685  -1.359
C 1.555 1.810 2.250  -1.701
C -1.543 1.919 1.849  -0.900
O -1.057 0.846 1.177  2.566
H -4.232 -1.169 2.472  0.397
H -3.347 -0.212 3.676  0.456
H -2.538 -0.710 2.189  -0.062
H -4.878 1.216 2.378  0.863
H -3.229 0.470 -0.061  -0.117
H -4.564 1.633 -0.005  0.326
H -4.887 -0.088 0.244  0.519
H -4.493 3.190 2.988  0.417
H -3.046 5.099 3.581  0.357
H -0.628 4.926 3.153  0.459
H 1.145 3.808 2.814  0.732
H 0.648 3.123 -0.108  -0.237
H 2.126 3.846 0.526  0.520
H 0.594 4.729 0.631  0.373
H 1.328 1.073 1.474  0.232
H 1.302 1.370 3.211  0.527
H 2.624 2.018 2.229  0.564
F 0.837 1.084 -0.713  -0.577
C 4.821 -0.279 0.801  -1.754
C 4.199 -1.419 1.614  2.353
C 5.190 -2.584 1.633  -1.983
C 4.005 -0.925 3.050  -1.668
Si 2.575 -2.028 0.731  -1.601
O 1.447 -0.901 0.599  0.590
C 1.952 -3.649 1.540  1.211
C 2.002 -3.869 2.915  0.101
C 1.550 -5.049 3.482  -0.573
C 1.022 -6.046 2.681  -0.597
C 0.946 -5.843 1.313  -0.994
C 1.409 -4.665 0.755  -0.163
C 3.140 -2.349 -1.061  1.225
C 3.695 -3.533 -1.534  -0.498
C 4.094 -3.656 -2.854  -0.772
C 3.946 -2.591 -3.726  -0.711
C 3.394 -1.403 -3.276  -0.516
C 2.998 -1.287 -1.955  -0.446
H 5.740 0.071 1.276  0.630
H 4.129 0.555 0.724  0.098
H 5.065 -0.614 -0.204  0.303
H 6.124 -2.290 2.114  0.532
H 5.413 -2.907 0.619  0.356
H 4.774 -3.430 2.173  0.300
H 4.880 -0.359 3.376  0.515
H 3.890 -1.762 3.735  0.381
H 3.127 -0.292 3.132  0.163
H 2.391 -3.101 3.564  0.141
H 1.606 -5.189 4.554  0.411
H 0.667 -6.969 3.119  0.377
H 0.522 -6.610 0.678  0.417
H 1.327 -4.517 -0.308  0.445
H 3.807 -4.371 -0.860  0.388
H 4.523 -4.586 -3.206  0.403
H 4.256 -2.686 -4.758  0.373
H 3.265 -0.572 -3.955  0.456
H 2.566 -0.355 -1.599  0.248

Forces on atoms 1 to 2 (eV/Å):
W -1.729 -1.660 0.627
O 0.243 -0.260 0.813

Values from the calculation:
- Gap between HOMO and LUMO (alpha / beta): 3.96 / 7.49 eV
- Molar mass: 1149.82 g/mol
- HOMO level (alpha / beta): -0.08045 / -0.20934 Ha
- ΔE to the lowest compared entry with this formula, charge and spin: 2.018 eV
- Total charge: -1
- <S²>: 2.021
- Spin multiplicity: 3

For the records above, the corresponding electronic energy values read -31231.4803, -72504.0674, -99248.2015 eV.